Record 1
Density functional theory data (wB97M-V/def2-TZVPD) for an isolated molecule of C4H4O.

Properties
Kohn-Sham gap   10.076 eV
Multiplicity   1
LUMO   0.96 eV

```
9
Properties=species:S:1:pos:R:3:lowdin_charge:R:1
C -1.23149 0.29779 -0.05234 -0.0047
C 0.04230 -0.39107 -0.39578 -0.4518
O 0.57282 -1.31166 0.44554 0.0206
C 1.03737 0.02853 -1.34944 0.0974
C 1.60758 -0.34732 -0.16350 -0.0686
H -1.40855 1.11344 -0.75351 0.0877
H -1.19882 0.66788 0.97621 0.0981
H -2.04986 -0.42650 -0.12484 0.0957
H 2.32807 0.00759 0.57013 0.1256
```

Record 2
Density functional theory data (wB97M-V/def2-TZVPD) for a structure of composition C46H43ClN10O3SW at a distorted geometry.

Properties
Kohn-Sham gap (spin up / spin down)   4.726 / 4.723 eV
Multiplicity   1
Total charge   +2
LUMO (spin up / spin down)   -7.38 / -7.39 eV

```
105
Properties=species:S:1:pos:R:3:lowdin_charge:R:1
W 0.84719 1.17160 0.58106 1.7479
O 4.83529 1.54210 1.25296 0.1421
C 3.97779 0.84720 0.77036 -0.4048
N 2.72089 0.56750 1.35536 -0.0409
C 2.78829 0.20460 2.71426 -0.2820
C 3.95099 0.05430 3.47106 -0.0168
C 3.86739 -0.31380 4.79956 -0.0523
C 2.64029 -0.61610 5.37046 -0.0447
C 1.47729 -0.48970 4.63256 -0.0031
C 1.53629 -0.02120 3.32396 -0.2337
N 0.42149 0.34910 2.53186 -0.0235
C -0.61251 0.88680 3.24856 -0.4646
O -0.64671 1.11530 4.44346 0.1003
C -1.79141 1.25880 2.39626 -0.1666
C -3.03741 1.41320 2.99596 0.0443
C -4.11951 1.75700 2.20646 0.0002
C -3.89901 1.93900 0.84526 -0.0136
C -2.62461 1.77750 0.33006 -0.1081
N -1.56861 1.44030 1.08586 0.0257
C 4.10719 0.13170 -0.53194 -0.1230
C 5.20909 -0.33510 -1.19144 0.0559
C 5.06089 -0.70770 -2.56754 -0.0347
C 3.86439 -0.78580 -3.18674 0.0147
C 2.62239 -0.60840 -2.39914 -0.1388
N 2.89909 -0.02540 -1.11614 -0.0530
H 4.92009 0.25830 3.04856 0.1119
H 4.77059 -0.37280 5.38616 0.1161
H 2.59229 -0.93180 6.39996 0.1162
H 0.52889 -0.72770 5.08116 0.1195
H -3.12081 1.25410 4.06036 0.1351
H -5.10591 1.87240 2.62926 0.1279
H -4.70701 2.21890 0.18756 0.1208
H -2.44751 1.91260 -0.73174 0.1082
H 6.17869 -0.33780 -0.72384 0.1323
H 5.96319 -0.88750 -3.12874 0.1217
H 3.77579 -1.01060 -4.23614 0.1211
H 2.05309 -1.54960 -2.32344 0.1543
N -0.10301 4.89300 2.58256 0.1717
C 0.21059 4.77070 3.93886 -0.2422
C -0.49601 5.49770 4.89056 -0.0001
C -0.18331 5.35910 6.23236 -0.0453
C 0.82709 4.49710 6.63326 -0.0409
C 1.54079 3.77210 5.69186 -0.0620
C 1.23109 3.91260 4.35066 -0.4214
S 2.19239 3.09600 3.10786 1.1162
N 1.04339 2.94680 1.82476 -0.3600
C 0.17859 3.96510 1.62876 -0.2971
C -0.40181 4.00890 0.32266 -0.1732
C -1.27271 5.01990 -0.13034 0.0296
C -1.69841 5.04300 -1.43234 0.0051
C -1.24201 4.03410 -2.29834 0.0011
C -0.42831 3.04770 -1.80494 -0.0966
N -0.00011 2.97040 -0.52094 -0.0049
H -0.75241 5.63090 2.35286 0.1467
H -1.28241 6.16970 4.57946 0.1200
H -0.73191 5.92540 6.96806 0.1184
H 1.06189 4.39030 7.68056 0.1199
H 2.34309 3.11390 5.98646 0.1187
H -1.60361 5.78550 0.55316 0.1222
H -2.37081 5.80330 -1.79404 0.1311
H -1.52791 4.02550 -3.33694 0.1282
H -0.11841 2.25400 -2.47134 0.0867
C -3.50231 -2.30550 -4.52094 -0.0295
C -1.98421 -2.15440 -4.64414 -0.5070
C -1.46011 -3.28850 -5.53494 -0.0222
C -1.66961 -0.81360 -5.34574 -0.0402
C -1.28971 -2.19590 -3.24184 -0.4143
O 0.10949 -2.27080 -3.39984 -0.0193
C -1.70381 -3.33920 -2.28444 -0.0977
C -1.10731 -4.73640 -2.54534 -0.1299
C -0.80761 -5.35870 -1.21104 -0.2410
C -1.84801 -5.69320 -0.34364 -0.0379
C -1.59181 -6.13290 0.93876 -0.0952
C -0.27401 -6.24490 1.37296 -0.6804
Cl 0.05359 -6.76180 2.98186 0.6891
C 0.77749 -5.94760 0.51216 -0.0987
C 0.50399 -5.50360 -0.76714 -0.0341
C -1.65591 -0.88130 -2.44794 -0.0589
N -0.46401 -0.31590 -1.83184 -0.1931
C -0.23041 -0.36950 -0.52574 -0.0904
N 1.93199 0.96570 -1.13454 -0.0403
C 1.57209 0.59110 -2.53384 -0.2471
N 0.24719 0.27000 -2.76994 0.0249
H -3.95281 -2.10900 -5.48954 0.0984
H -3.91951 -1.60910 -3.79784 0.0866
H -3.78061 -3.31410 -4.23104 0.0895
H -1.95971 -3.24140 -6.49974 0.0976
H -1.66471 -4.25970 -5.09814 0.0789
H -0.38891 -3.21050 -5.71174 0.0918
H -1.62281 -0.96300 -6.41984 0.0932
H -0.72521 -0.37140 -5.03254 0.0671
H -2.45221 -0.08220 -5.16414 0.0835
H 0.33639 -1.86620 -4.24574 0.0928
H -2.79081 -3.39040 -2.23874 0.1206
H -1.34531 -3.04230 -1.29424 0.1116
H -0.18811 -4.64130 -3.12104 0.1116
H -1.81191 -5.35770 -3.09784 0.1207
H -2.87061 -5.60780 -0.67894 0.1188
H -2.39931 -6.38410 1.60826 0.1074
H 1.79509 -6.06090 0.85076 0.1054
H 1.32019 -5.27270 -1.43564 0.1133
H -2.41651 -1.08990 -1.69684 0.1303
H -2.02621 -0.12730 -3.13574 0.1144
H -0.99691 -1.02090 -0.06354 0.0777
H 1.90999 1.32490 -3.27614 0.1682
```

Record 3
Density functional theory data (wB97M-V/def2-TZVPD) for a cluster of 2 separate species, C6H14O in total.

Properties
Kohn-Sham gap   10.787 eV
Multiplicity   1
SMILES   C=CCCOC.C
LUMO   1.04 eV

```
21
Properties=species:S:1:pos:R:3:lowdin_charge:R:1
C 1.35427 -0.63953 2.08773 -0.0167
C 1.58758 -0.06249 0.91209 -0.2014
C 0.80425 1.09137 0.35708 -0.1835
C 0.07153 0.74041 -0.93145 -0.2579
O -0.55418 1.90576 -1.40796 -0.1898
C -1.28454 1.67933 -2.58291 -0.1250
H 0.55262 -0.29615 2.73919 0.0653
H 1.93762 -1.48762 2.43620 0.0581
H 2.38864 -0.45130 0.28101 0.1054
H 1.47646 1.93112 0.13921 0.1214
H 0.07306 1.44260 1.09335 0.1186
H 0.77758 0.34967 -1.68581 0.1288
H -0.67443 -0.05189 -0.74542 0.1203
H -0.64043 1.31184 -3.39725 0.0885
H -1.72650 2.63175 -2.88479 0.0884
H -2.09076 0.94603 -2.42437 0.0888
C -0.85541 -2.99247 0.48794 -0.0452
H -0.78618 -3.67408 1.33794 0.0187
H -0.69125 -3.54212 -0.44190 0.0195
H -1.84104 -2.52151 0.47020 0.0194
H -0.09024 -2.22070 0.60276 -0.0218
```

Record 4
Density functional theory data (wB97M-V/def2-TZVPD) for a cluster of 12 separate species, C48H132N12O12 in total at a distorted geometry.

Properties
Kohn-Sham gap   9.578 eV
Multiplicity   1
SMILES   COC[C@H](C)N.COC[C@H](C)N.COC[C@H](C)N.COC[C@H](C)N.COC[C@H](C)N.COC[C@H](C)N.COC[C@H](C)N.COC[C@H](C)N.COC[C@H](C)N.COC[C@H](C)N.COC[C@H](C)N.COC[C@H](C)N
LUMO   0.55 eV

```
204
Properties=species:S:1:pos:R:3:lowdin_charge:R:1
C 6.41482 4.76745 11.34139 -0.1073
O 6.44938 3.33944 11.35253 -0.1911
C 6.28312 2.83927 10.01193 -0.1908
C 7.54333 3.01775 9.19689 -0.4413
C 7.62405 2.30924 7.81436 -0.0645
N 8.67749 2.46573 9.99385 0.0378
H 5.55705 5.12579 10.77225 0.0780
H 7.14851 5.25374 10.69849 0.0783
H 6.29751 5.17301 12.34631 0.0933
H 6.09200 1.76899 10.08980 0.1346
H 5.46071 3.34330 9.50429 0.1227
H 7.76056 4.06193 8.97196 0.1151
H 7.70334 1.22933 7.93935 0.0741
H 8.51814 2.57716 7.25140 0.0691
H 6.74108 2.66394 7.28270 0.0710
H 8.38006 2.63771 10.94361 0.0523
H 9.51278 2.97184 9.73644 0.0687
C 4.55820 -3.86881 -9.94642 -0.1127
O 5.45505 -3.71360 -11.02076 -0.1958
C 5.14083 -2.60750 -11.86512 -0.2180
C 6.18212 -2.40665 -12.97851 -0.3957
C 5.87925 -1.20053 -13.95596 -0.0607
N 6.30378 -3.60071 -13.88038 0.0322
H 4.48271 -3.14807 -9.13221 0.0886
H 4.55929 -4.87473 -9.52664 0.0872
H 3.66481 -3.86355 -10.57086 0.0784
H 4.14553 -2.66291 -12.30604 0.1227
H 5.22333 -1.70264 -11.26302 0.1223
H 7.12276 -2.19954 -12.46820 0.1295
H 5.68090 -0.28323 -13.40159 0.0689
H 4.94731 -1.40747 -14.48204 0.0631
H 6.62214 -1.15054 -14.75202 0.0739
H 6.42416 -4.36903 -13.23596 0.0561
H 5.41000 -3.67936 -14.34413 0.0599
C -7.02524 7.82320 -3.97948 -0.0923
O -6.06311 7.34287 -4.97028 -0.1877
C -6.44972 7.92219 -6.26268 -0.1856
C -7.62325 7.23802 -7.02510 -0.4194
C -7.27561 5.72193 -7.24610 -0.0732
N -7.97574 7.83363 -8.29268 0.0233
H -6.82749 7.20856 -3.10130 0.0844
H -8.09050 7.73420 -4.19258 0.0774
H -6.79720 8.87152 -3.78685 0.0829
H -6.63441 8.99576 -6.22474 0.1149
H -5.57323 7.80220 -6.89944 0.1189
H -8.48593 7.16841 -6.36250 0.1193
H -6.52858 5.51507 -8.01242 0.0683
H -8.14762 5.08034 -7.37284 0.0675
H -6.73115 5.32145 -6.39095 0.0603
H -8.76306 7.50483 -8.83316 0.0724
H -7.21652 7.88731 -8.95660 0.0689
C 10.34819 0.72126 0.10277 -0.0807
O 9.83571 -0.54275 0.55693 -0.1997
C 10.80990 -1.46231 0.97329 -0.2207
C 11.34010 -2.37530 -0.10184 -0.4277
C 10.38019 -2.76873 -1.19666 -0.0766
N 11.63267 -3.71566 0.41896 0.0082
H 11.05942 0.51994 -0.69831 0.0864
H 10.85838 1.21177 0.93176 0.0808
H 9.54523 1.38931 -0.20874 0.0882
H 11.56682 -0.83369 1.44234 0.1162
H 10.41568 -2.03304 1.81411 0.1276
H 12.29393 -1.94050 -0.40062 0.1300
H 10.76398 -3.51258 -1.89488 0.0746
H 10.12604 -1.91418 -1.82376 0.0696
H 9.40682 -3.16309 -0.90489 0.0886
H 12.10267 -3.65213 1.31068 0.0651
H 12.14450 -4.28871 -0.23659 0.0703
C -15.20543 -0.48448 -4.78356 -0.0666
O -14.16450 -0.11227 -3.81270 -0.2201
C -12.83177 0.15017 -4.31964 -0.1855
C -11.69439 0.05583 -3.28554 -0.4265
C -10.36035 0.59265 -3.79063 -0.0828
N -11.49895 -1.30999 -2.76331 0.0315
H -14.66770 -1.13812 -5.47036 0.0694
H -15.53875 0.37677 -5.36257 0.0803
H -15.93659 -1.09931 -4.25869 0.0866
H -12.59425 -0.51805 -5.14739 0.1147
H -12.97695 1.15175 -4.72445 0.1228
H -11.93376 0.65847 -2.40939 0.1307
H -9.80038 0.06268 -4.56113 0.0769
H -9.70937 0.59883 -2.91640 0.0733
H -10.47482 1.62888 -4.10880 0.0721
H -11.61295 -1.89933 -3.57558 0.0604
H -10.58454 -1.54962 -2.40760 0.0629
C -9.17983 6.26505 9.43120 -0.1322
O -8.59163 6.49311 8.20101 -0.1791
C -8.65330 5.52805 7.13161 -0.1863
C -8.23469 6.09139 5.80795 -0.4722
C -9.18723 7.17528 5.31079 -0.0732
N -8.14845 5.07802 4.80544 0.0248
H -8.83637 5.38927 9.98181 0.0825
H -10.26644 6.21541 9.36115 0.0871
H -8.82430 7.08631 10.05347 0.0902
H -8.05337 4.62332 7.22988 0.1229
H -9.66998 5.15181 7.01806 0.1251
H -7.27709 6.60670 5.88254 0.1427
H -9.30955 7.85100 6.15727 0.0716
H -10.16773 6.80634 5.00977 0.0759
H -8.81305 7.73463 4.45335 0.0738
H -7.95963 5.27822 3.83365 0.0772
H -9.06478 4.66249 4.71726 0.0693
C -0.89337 1.66984 -1.62252 -0.0836
O 0.52745 1.37593 -1.60014 -0.1860
C 1.00114 0.81850 -0.39646 -0.2243
C 2.55873 0.73241 -0.38212 -0.3979
C 3.13437 -0.22009 -1.45215 -0.0734
N 2.95087 0.14112 0.94501 0.0231
H -1.18773 2.19625 -0.71459 0.0844
H -1.50112 0.78342 -1.80420 0.0793
H -1.19359 2.22909 -2.50863 0.0801
H 0.64164 1.35984 0.47864 0.1124
H 0.52303 -0.12717 -0.14107 0.1206
H 3.06786 1.68111 -0.55204 0.1328
H 4.18244 -0.48239 -1.30773 0.0748
H 2.89638 0.23374 -2.41418 0.0747
H 2.57773 -1.14701 -1.31407 0.0747
H 3.95635 0.10375 0.85720 0.0571
H 2.62206 -0.79486 0.75543 0.0511
C -7.52644 -5.45917 2.52708 -0.1350
O -7.05740 -4.30276 3.12943 -0.1851
C -5.81329 -4.42031 3.78220 -0.1834
C -5.30985 -3.08487 4.42042 -0.4018
C -5.40835 -1.86351 3.56398 -0.0860
N -3.84550 -3.09519 4.71233 0.0049
H -6.97530 -5.76010 1.63613 0.0878
H -8.57708 -5.44809 2.23703 0.0871
H -7.51661 -6.26473 3.26130 0.0816
H -5.88047 -5.24517 4.49157 0.1196
H -5.05608 -4.65047 3.03270 0.1220
H -5.76005 -2.99051 5.40861 0.1275
H -4.84966 -1.97079 2.63421 0.0861
H -4.96922 -0.96798 4.00362 0.0746
H -6.43868 -1.59632 3.32919 0.0776
H -3.51747 -2.26441 5.18382 0.0621
H -3.59230 -3.76155 5.42784 0.0604
C 0.23308 5.99245 6.40750 -0.1213
O -0.09702 5.49687 7.69749 -0.1599
C -1.05996 4.43809 7.73201 -0.2228
C -1.19450 3.87504 9.11339 -0.4229
C -1.41093 2.31746 9.16321 -0.0621
N -2.31864 4.47758 9.85582 0.0245
H -0.62712 6.49564 5.96596 0.0789
H 0.55034 5.33123 5.60113 0.0836
H 0.96916 6.79625 6.42136 0.0832
H -2.04940 4.61078 7.30860 0.1233
H -0.86031 3.67324 6.98152 0.1161
H -0.32887 4.05068 9.75208 0.1370
H -0.48307 1.81004 8.89917 0.0703
H -2.21109 1.85371 8.58634 0.0709
H -1.58419 2.13176 10.22321 0.0704
H -3.09963 4.16561 9.29650 0.0626
H -2.15202 5.46661 9.73691 0.0682
C 7.09935 -8.55788 3.72785 -0.1188
O 6.35451 -9.49366 4.45034 -0.2068
C 6.67951 -10.88530 4.40614 -0.1614
C 8.06192 -11.17657 5.08552 -0.4644
C 9.27026 -11.31369 4.14241 -0.0557
N 7.92211 -12.45041 5.68619 0.0167
H 6.74680 -7.54231 3.90787 0.0883
H 6.99196 -8.77430 2.66496 0.0896
H 8.13756 -8.58522 4.05873 0.0723
H 5.79837 -11.37943 4.81542 0.1219
H 6.75517 -11.26501 3.38722 0.1145
H 8.21308 -10.36687 5.79941 0.1357
H 9.38994 -10.38285 3.58805 0.0624
H 9.06266 -12.06074 3.37630 0.0835
H 10.10565 -11.52347 4.81041 0.0778
H 8.83780 -12.71959 6.01658 0.0649
H 7.58519 -12.26955 6.62100 0.0792
C 1.45222 3.05993 -7.90897 -0.0976
O 2.47396 3.44362 -6.98661 -0.1946
C 3.34411 4.35755 -7.60413 -0.2121
C 4.45201 4.80786 -6.59373 -0.4769
C 5.57951 3.77042 -6.35215 -0.0599
N 3.97639 5.06201 -5.32648 0.0388
H 1.90668 2.73008 -8.84318 0.0834
H 0.63802 3.75824 -8.10276 0.0891
H 1.07365 2.16731 -7.41096 0.0904
H 3.70218 3.93466 -8.54277 0.1141
H 2.76097 5.18936 -7.99928 0.1165
H 4.85369 5.72236 -7.03014 0.1350
H 6.33466 4.10868 -5.64262 0.0751
H 6.03414 3.52583 -7.31214 0.0663
H 5.17256 2.82103 -6.00406 0.0747
H 3.47936 4.22149 -5.06843 0.0792
H 3.23558 5.64995 -5.68092 0.0785
C -0.23924 -8.05200 -0.27525 -0.0700
O -0.38894 -6.83971 -1.11703 -0.1968
C -1.01093 -7.15880 -2.35049 -0.2141
C -0.97564 -5.97705 -3.37334 -0.4621
C -1.80295 -4.81610 -2.97424 -0.0966
N -1.45874 -6.31107 -4.68632 0.0366
H -1.10881 -8.69920 -0.16088 0.0806
H 0.07391 -7.78061 0.73291 0.0808
H 0.58307 -8.60625 -0.72769 0.0797
H -0.50879 -8.02337 -2.78464 0.1151
H -2.04823 -7.38780 -2.10620 0.1212
H 0.02915 -5.55769 -3.32191 0.1421
H -2.85793 -5.08748 -2.93594 0.0787
H -1.67248 -3.96795 -3.64634 0.0826
H -1.60013 -4.51466 -1.94657 0.0795
H -2.26748 -6.90613 -4.57705 0.0728
H -0.83906 -6.90768 -5.21562 0.0698
```